(1)
The following is a DFT calculation (ωB97M-V/def2-TZVPD) of a structure of composition C7H18N4O2SSe4V.

Values from the calculation:
charge = +1
HOMO level (alpha / beta) = -0.3831 / -0.3863 hartree
multiplicity = 3
relative energy (zero: lowest compared OMol25 entry of this formula, charge and spin) = 2.4 kJ/mol

```
37
C7H18N4O2SSe4V, DFT ωB97M-V/def2-TZVPD
V 0.3156 1.3990 1.2814
C -2.1909 4.6017 -1.1493
O -0.7505 4.4528 -1.2726
C -0.2071 3.4952 -0.5748
O -0.8356 2.6973 0.1276
N 1.1405 3.4589 -0.6830
N 1.8219 2.4241 -0.0217
H -2.4191 5.5161 -1.6831
H -2.4607 4.6800 -0.1003
H -2.6796 3.7472 -1.6092
H 1.6220 4.0795 -1.3148
H 2.5534 2.8190 0.5633
H 2.2220 1.7826 -0.7005
Se 0.6362 3.2144 2.9037
Se -0.6420 2.0585 4.4770
Se -0.9480 0.1935 3.0830
Se 1.2383 -0.4079 2.5826
C 1.5859 -3.3556 0.3743
N 1.1910 -2.2318 -0.4773
C 2.3214 -1.5299 -1.0630
C -0.0299 -1.6801 -0.4162
S -0.2910 0.0124 -0.7155
N -1.0825 -2.4684 -0.1981
C -2.3930 -1.9347 0.1725
C -1.1065 -3.8860 -0.5605
H 2.4454 -3.0431 0.9681
H 1.8653 -4.2253 -0.2212
H 0.7878 -3.6157 1.0602
H 3.0100 -2.2727 -1.4648
H 2.8508 -0.9434 -0.3048
H 1.9904 -0.8810 -1.8669
H -2.2850 -1.0058 0.7215
H -2.8892 -2.6736 0.7997
H -2.9975 -1.7529 -0.7175
H -0.2691 -4.1236 -1.2095
H -2.0313 -4.0684 -1.1069
H -1.0896 -4.5322 0.3168
```

(2)
The following is a DFT calculation (ωB97M-V/def2-TZVPD) of a structure of composition C4H6O2 in a non-equilibrium geometry.

Values from the calculation:
charge = 0
HOMO level = -0.3591 hartree
relative energy (zero: lowest compared OMol25 entry of this formula, charge and spin) = 287.9 kJ/mol

```
12
C4H6O2, DFT ωB97M-V/def2-TZVPD
C 1.3554 -0.5769 -0.5270
C 0.3782 -0.1140 0.5240
O 0.1599 1.3341 0.4112
C -1.1729 1.0982 0.1304
C -1.1354 -0.3274 0.2878
O -1.4232 0.0942 -1.0140
H 1.4328 -1.6652 -0.4995
H 1.0089 -0.2714 -1.5170
H 2.3517 -0.1530 -0.3567
H 0.6808 -0.3773 1.5407
H -1.8409 1.9514 0.2026
H -1.7952 -0.9928 0.8177
```

(3)
The following is a DFT calculation (ωB97M-V/def2-TZVPD) of a cluster of 2 separate species, C2H7INS in total in a non-equilibrium geometry.

Values from the calculation:
charge = +1
HOMO level = -0.4384 hartree
relative energy (zero: lowest compared OMol25 entry of this formula, charge and spin) = 254.8 kJ/mol

```
12
C2H7INS, DFT ωB97M-V/def2-TZVPD
C 2.1623 -0.3932 0.4936
C -1.7954 0.3000 -0.5148
N -0.7513 -0.2075 0.1433
S 3.4859 0.4870 -0.0054
I -3.9066 -0.4118 0.0925
H 1.0412 -0.1685 0.2086
H 2.2059 -1.1190 1.1625
H -1.8532 -0.0115 -1.5728
H -1.9902 1.3368 -0.3142
H -0.7148 -0.0282 1.1393
H -0.5892 -1.1808 0.0345
H 2.7052 1.3966 -0.8670
```

(4)
The following is a DFT calculation (ωB97M-V/def2-TZVPD) of a cluster of 5 separate species, C7H22O4 in total in a non-equilibrium geometry.

Values from the calculation:
charge = 0
HOMO level = -0.3257 hartree
relative energy (zero: lowest compared OMol25 entry of this formula, charge and spin) = 93.4 kJ/mol

```
33
C7H22O4, DFT ωB97M-V/def2-TZVPD
C 1.5526 -2.5346 1.1918
C 1.9012 -1.1088 1.3438
C 1.6683 -0.3784 0.2432
C 1.9283 1.1433 0.2069
C 0.6494 1.9555 0.0724
C -0.3561 1.4544 1.1644
C -0.0216 2.2762 2.4676
H 1.3452 -3.0151 2.1320
H 2.3845 -3.0856 0.6683
H 0.6624 -2.6984 0.5385
H 2.1652 -0.5960 2.2554
H 1.2206 -0.8088 -0.6467
H 2.7442 1.5425 -0.4170
H 2.4254 1.2308 1.1822
H 0.7430 3.0196 0.1544
H 0.2387 1.8495 -0.9514
H -0.4091 0.3877 1.3852
H -1.4004 1.5293 0.8116
H 0.2226 3.3015 2.1887
H -0.9209 2.4041 3.0558
H 0.8400 1.8448 3.0741
O -3.9383 0.3839 -0.1498
H -3.8809 0.3158 0.8121
H -4.2707 -0.4289 -0.5338
O -0.1767 -1.0756 -3.2387
H -1.0527 -0.7783 -2.8761
H -0.1157 -0.6085 -4.0792
O -2.4392 -0.0607 -2.0011
H -2.5307 0.8377 -2.3531
H -2.0957 0.1934 -1.1314
O 0.1442 -3.1928 -1.9129
H 0.0304 -2.2017 -1.9862
H 0.7426 -3.0976 -2.6710
```

Which of these has the highest relative energy (zero: lowest compared OMol25 entry of this formula, charge and spin)? C4H6O2

What is the formula in the fourth record? C7H22O4